Density functional theory data (ωB97M-V/def2-TZVPD) for a cluster of 8 separate species, C33H84N3O26P5 in total in a non-equilibrium geometry.

XYZ file:
```
151
Properties=species:S:1:pos:R:3:forces:R:3
C 2.700 -1.116 -1.199 0.24 0.30 0.40
C 3.319 -1.614 -2.489 -1.22 0.17 -0.08
O 3.766 -2.976 -2.338 -0.35 0.18 -0.41
P 5.285 -3.294 -2.364 0.69 -0.23 0.50
O 6.169 -2.618 -3.317 -0.07 0.07 -0.15
O 5.234 -4.870 -2.492 -0.13 -0.07 0.03
C 6.383 -5.557 -2.987 0.57 -0.27 -1.02
C 6.256 -5.902 -4.462 -0.35 0.07 -0.32
O 5.680 -3.007 -0.844 -0.45 0.03 0.10
C 7.023 -2.804 -0.464 1.59 -0.25 -0.22
C 7.456 -1.359 -0.541 -0.01 0.61 0.26
H 3.303 -1.393 -0.332 0.21 0.13 -0.12
H 2.611 -0.028 -1.232 -0.02 -0.02 0.05
H 1.701 -1.497 -0.989 -0.01 -0.18 -0.37
H 2.537 -1.638 -3.251 0.12 -0.14 -0.06
H 4.080 -0.946 -2.891 0.41 -0.26 0.30
H 7.283 -4.945 -2.900 -0.06 0.04 0.34
H 6.521 -6.484 -2.432 -0.20 0.16 0.35
H 7.124 -6.482 -4.781 0.00 -0.02 0.08
H 5.358 -6.483 -4.686 0.05 -0.09 0.23
H 6.206 -5.015 -5.095 0.09 0.12 0.21
H 7.199 -3.231 0.525 -0.54 0.19 0.16
H 7.715 -3.377 -1.099 -0.30 -0.03 -0.14
H 6.735 -0.694 -0.058 -0.09 -0.11 -0.08
H 8.403 -1.196 -0.019 0.01 -0.25 0.01
H 7.607 -1.028 -1.568 -0.21 -0.10 -0.06
C -2.862 -1.449 -1.101 0.37 0.18 0.49
C -2.401 -0.484 -0.007 -0.96 0.30 -1.09
O -1.111 0.018 -0.378 0.70 -0.78 0.48
P -0.699 1.529 -0.321 -0.62 0.30 0.13
O 0.738 1.779 -0.265 0.32 -0.08 -0.10
O -1.489 2.074 -1.565 -0.30 0.16 -0.15
C -1.757 3.489 -1.760 0.13 -0.64 0.31
C -2.798 3.587 -2.828 0.08 0.98 -1.11
O -1.509 2.154 0.904 0.32 0.06 -0.16
C -0.741 2.659 2.008 -0.63 -0.05 1.52
C -0.181 1.551 2.880 0.34 0.07 -0.28
H -2.013 -2.084 -1.354 -0.13 -0.06 -0.24
H -3.677 -2.081 -0.751 -0.05 0.06 0.04
H -3.198 -0.868 -1.957 0.13 -0.18 -0.20
H -3.082 0.368 -0.013 -0.14 -0.11 0.46
H -2.407 -0.972 0.966 0.44 0.19 0.13
H -2.087 3.911 -0.810 0.06 0.03 0.00
H -0.810 3.928 -2.072 -0.10 0.31 0.05
H -3.706 3.009 -2.690 0.18 -0.31 0.24
H -3.133 4.616 -2.988 0.12 0.06 0.41
H -2.333 3.370 -3.794 -0.22 -0.49 0.05
H -0.002 3.388 1.690 0.12 -0.16 -0.18
H -1.450 3.162 2.672 -0.18 0.31 -0.51
H 0.557 0.983 2.308 0.04 -0.16 0.27
H 0.274 1.987 3.772 0.26 0.02 -0.14
H -0.962 0.897 3.265 -0.08 -0.08 -0.24
C 3.537 0.446 7.274 -0.22 0.48 -0.15
C 2.725 -0.058 6.103 -0.29 0.76 0.25
O 1.997 -1.239 6.496 0.26 0.04 -0.43
P 0.780 -1.669 5.580 0.18 0.41 0.31
O -0.320 -0.700 5.497 -0.30 -0.13 0.23
O 1.423 -1.955 4.177 0.17 -0.47 -0.07
C 0.533 -2.318 3.092 0.24 -0.26 0.06
C 1.314 -2.256 1.810 -0.99 0.45 -0.72
O 0.467 -3.090 6.198 -0.34 0.29 -0.21
C -0.028 -3.108 7.545 -0.75 -0.39 0.90
C 1.010 -3.682 8.486 0.63 -0.16 0.08
H 4.010 -0.365 7.822 0.17 0.07 0.01
H 4.263 1.173 6.902 0.29 -0.29 0.00
H 2.903 1.047 7.928 -0.07 -0.37 0.26
H 2.011 0.730 5.857 -0.06 -0.15 -0.26
H 3.333 -0.246 5.219 0.01 -0.34 0.05
H 0.145 -3.320 3.291 -0.03 0.05 0.05
H -0.280 -1.592 3.076 -0.11 -0.10 -0.01
H 0.690 -2.617 0.983 -0.09 -0.20 0.20
H 1.417 -1.197 1.562 0.78 -0.11 0.02
H 2.224 -2.845 1.782 0.22 0.24 0.27
H -0.392 -2.136 7.889 0.41 0.24 -0.32
H -0.941 -3.708 7.581 0.22 -0.27 -0.42
H 1.651 -4.393 7.960 -0.17 -0.03 -0.13
H 1.685 -2.926 8.887 -0.12 0.10 -0.03
H 0.571 -4.231 9.319 -0.19 0.18 0.00
C -4.642 -2.035 -5.351 -0.31 -0.40 0.94
C -5.270 -3.366 -4.970 0.02 0.52 0.05
O -5.211 -4.225 -6.122 -0.07 0.24 -0.15
P -6.163 -5.474 -6.218 0.09 -0.25 0.73
O -6.355 -6.194 -4.954 0.08 -0.08 -0.03
O -7.491 -4.914 -6.854 -0.01 0.15 0.11
C -8.608 -5.802 -6.902 -0.78 -0.77 -0.56
C -8.651 -6.578 -8.211 -0.65 0.65 -0.76
O -5.523 -6.294 -7.396 0.07 0.04 -0.42
C -4.332 -7.063 -7.189 0.51 -0.26 0.70
C -3.378 -6.868 -8.335 -0.15 0.19 -1.33
H -3.634 -2.220 -5.712 -0.04 0.31 -0.32
H -5.294 -1.486 -6.025 0.30 -0.08 -0.40
H -4.586 -1.440 -4.435 0.16 0.02 -0.07
H -4.739 -3.842 -4.147 0.06 -0.08 -0.05
H -6.299 -3.199 -4.645 -0.08 -0.22 -0.14
H -8.666 -6.472 -6.044 0.49 0.08 0.12
H -9.530 -5.222 -6.855 0.28 0.47 0.01
H -9.695 -6.860 -8.387 0.16 -0.46 0.19
H -8.465 -5.896 -9.049 0.23 0.08 0.19
H -7.986 -7.425 -8.353 0.05 -0.07 0.45
H -3.825 -6.771 -6.263 -0.26 0.14 0.04
H -4.633 -8.099 -7.031 -0.02 -0.05 -0.30
H -3.919 -6.802 -9.287 -0.18 -0.07 0.21
H -2.818 -5.934 -8.281 0.01 -0.04 0.30
H -2.681 -7.690 -8.498 0.06 -0.06 0.49
C 3.147 8.041 -0.576 0.91 0.38 0.24
C 3.444 7.624 0.859 0.30 -0.74 0.08
O 2.424 6.681 1.261 -0.11 0.29 0.03
P 2.532 6.034 2.719 0.30 0.66 -1.03
O 3.026 6.969 3.719 0.21 0.02 0.48
O 3.422 4.763 2.482 -0.06 -0.41 0.17
C 3.146 3.883 1.352 0.50 -0.40 0.21
C 3.324 2.447 1.788 -0.01 -0.08 0.45
O 1.103 5.442 2.903 -0.63 -0.40 0.29
C 0.052 6.229 3.505 -0.26 0.13 -0.32
C -0.458 7.306 2.552 -0.12 -0.07 0.08
H 3.945 7.639 -1.202 -0.28 -0.16 -0.25
H 2.185 7.665 -0.905 -0.11 0.09 -0.02
H 3.227 9.121 -0.699 -0.36 0.02 0.03
H 4.409 7.105 0.884 -0.07 -0.04 0.03
H 3.537 8.402 1.617 -0.41 0.27 -0.22
H 2.140 4.013 0.958 0.03 0.28 0.02
H 3.892 4.152 0.605 -0.18 0.01 -0.19
H 2.551 2.142 2.494 -0.14 0.10 -0.19
H 3.284 1.799 0.913 -0.01 -0.04 0.02
H 4.260 2.298 2.333 0.16 0.10 -0.31
H -0.745 5.524 3.734 0.12 -0.14 0.03
H 0.430 6.654 4.433 -0.01 -0.01 0.03
H 0.097 8.231 2.694 -0.05 0.06 -0.16
H -0.379 6.992 1.511 0.21 -0.10 0.04
H -1.523 7.482 2.712 0.08 0.16 0.26
C 4.737 3.689 5.144 0.80 1.19 -0.29
N 3.284 3.823 5.364 0.04 -0.92 -0.18
O 2.874 4.817 5.900 -0.07 0.28 0.14
O 2.596 2.886 4.986 -0.14 0.14 0.01
H 5.029 2.695 4.838 -0.27 -0.22 0.31
H 5.245 4.100 6.013 -0.06 -0.43 0.21
H 5.007 4.379 4.342 -0.34 -0.06 -0.09
C -3.296 -0.417 4.704 -0.29 -0.29 -1.04
N -4.783 -0.263 4.747 0.01 0.31 0.07
O -5.316 -0.160 5.833 0.12 -0.06 -0.14
O -5.367 -0.258 3.678 0.03 -0.08 0.17
H -2.810 0.142 5.487 -0.02 -0.23 0.25
H -3.002 -0.095 3.708 0.05 0.30 0.12
H -3.124 -1.491 4.696 0.18 0.04 0.58
C -6.643 6.760 -3.921 -0.10 0.30 -0.31
N -5.394 6.009 -4.214 0.13 -0.17 -0.10
O -4.415 6.629 -4.582 -0.21 -0.16 0.10
O -5.448 4.802 -4.059 0.03 0.38 -0.10
H -6.485 7.824 -4.062 0.32 -0.02 0.21
H -6.922 6.499 -2.907 -0.20 0.01 -0.03
H -7.384 6.453 -4.654 -0.06 -0.33 0.19
```
Positions in Å, forces in eV/Å.

Maximum force ... 0.0320 hartree/bohr
ΔE to the lowest compared entry with this formula, charge and spin ... 0.00 kcal/mol
Total charge ... 0
SMILES ... CCOP(=O)(OCC)OCC.CCOP(=O)(OCC)OCC.CCOP(=O)(OCC)OCC.CCOP(=O)(OCC)OCC.CCOP(=O)(OCC)OCC.C[N+](=O)[O-].C[N+](=O)[O-].C[N+](=O)[O-]
Spin multiplicity ... 1

Here are the Löwdin charges for atoms 1 to 99, given in e: C -0.07; C -0.24; O -0.15; P 0.36; O -0.22; O -0.16; C -0.28; C -0.08; O -0.17; C -0.29; C -0.08; H 0.07; H 0.07; H 0.06; H 0.12; H 0.12; H 0.10; H 0.12; H 0.08; H 0.08; H 0.08; H 0.12; H 0.11; H 0.08; H 0.08; H 0.07; C -0.06; C -0.25; O -0.18; P 0.35; O -0.21; O -0.17; C -0.23; C -0.08; O -0.18; C -0.25; C -0.06; H 0.08; H 0.08; H 0.07; H 0.11; H 0.11; H 0.12; H 0.12; H 0.08; H 0.06; H 0.09; H 0.10; H 0.12; H 0.06; H 0.08; H 0.05; C -0.06; C -0.27; O -0.16; P 0.36; O -0.22; O -0.16; C -0.25; C -0.07; O -0.16; C -0.27; C -0.07; H 0.08; H 0.06; H 0.08; H 0.09; H 0.12; H 0.12; H 0.10; H 0.08; H 0.07; H 0.09; H 0.12; H 0.12; H 0.08; H 0.07; H 0.08; C -0.07; C -0.26; O -0.17; P 0.33; O -0.22; O -0.16; C -0.27; C -0.08; O -0.17; C -0.26; C -0.08; H 0.08; H 0.08; H 0.07; H 0.12; H 0.12; H 0.11; H 0.12; H 0.08; H 0.08; H 0.07